No. 1
Here is 2 unconnected molecules or ions with the total composition C5H13NO in a non-equilibrium geometry from the OMol25 dataset. Energies are from wB97M-V/def2-TZVPD.

Computed properties:
HOMO energy: -0.3639 Eh
electronic energy: -328.2548 a.u.
net charge: 0
SMILES string: CCC(N)=O.CC
M: 103.2 g/mol
2S+1: 1

The geometry in XYZ format:
```
20
C5H13NO, DFT wB97M-V/def2-TZVPD
C -1.35 0.35 1.28
C -0.07 0.66 0.39
C -0.54 1.94 -0.23
N -0.27 2.00 -1.60
O -0.94 2.91 0.31
H -1.59 1.15 1.94
H -1.06 -0.66 1.76
H -2.29 0.10 0.79
H 0.74 0.78 1.18
H 0.24 -0.11 -0.20
H -0.51 2.92 -1.93
H 0.18 1.25 -2.09
C 0.99 -3.11 -0.69
C 1.79 -3.59 0.55
H 0.41 -3.97 -1.12
H 0.30 -2.21 -0.52
H 1.59 -2.80 -1.60
H 1.94 -4.76 0.53
H 2.83 -3.24 0.56
H 1.70 -3.13 1.61
```

Atomic partial charges in e from the Mulliken method, atoms 1 to 4: number 1, C, carries -1.16; number 2, C, carries 0.07; number 3, C, carries 0.41; number 4, N, carries -0.41

No. 2
Here is 2 unconnected molecules or ions with the total composition C5H13NO in a non-equilibrium geometry from the OMol25 dataset. Energies are from wB97M-V/def2-TZVPD.

Computed properties:
HOMO energy: -0.2943 Eh
electronic energy: -328.2625 a.u.
net charge: 0
SMILES string: CC(C)=C(C)N.O
M: 103.2 g/mol
2S+1: 1

The geometry in XYZ format:
```
20
C5H13NO, DFT wB97M-V/def2-TZVPD
C 1.94 -0.21 -1.82
C 0.70 -0.59 -1.08
C -0.60 -0.12 -1.73
C 0.67 -1.33 0.05
C -0.63 -1.57 0.74
N 1.78 -2.13 0.47
H 2.85 -0.34 -1.23
H 1.90 0.83 -2.14
H 2.11 -0.74 -2.76
H -0.29 0.09 -2.77
H -0.96 0.86 -1.44
H -1.34 -0.91 -1.78
H -0.89 -0.94 1.60
H -1.44 -1.39 0.05
H -0.73 -2.58 1.14
H 1.70 -3.11 0.19
H 2.57 -1.75 -0.05
O -3.17 4.93 2.80
H -2.80 4.96 3.69
H -2.83 4.14 2.38
```

Atomic partial charges in e from the Mulliken method, atoms 1 to 4: number 1, C, carries -1.59; number 2, C, carries 0.82; number 3, C, carries -1.60; number 4, C, carries 0.44

No. 3
Here is 2 unconnected molecules or ions with the total composition C5H13NO in a non-equilibrium geometry from the OMol25 dataset. Energies are from wB97M-V/def2-TZVPD.

Computed properties:
HOMO energy: -0.3666 Eh
electronic energy: -328.2545 a.u.
net charge: 0
SMILES string: CC(N)=O.CCC
M: 103.2 g/mol
2S+1: 1

The geometry in XYZ format:
```
20
C5H13NO, DFT wB97M-V/def2-TZVPD
C -1.61 1.07 -1.71
C -1.52 2.08 -0.51
N -1.76 1.51 0.81
O -1.20 3.20 -0.73
H -2.37 1.69 -2.27
H -1.94 0.13 -1.38
H -0.65 0.84 -2.25
H -1.71 2.01 1.62
H -1.95 0.50 0.97
C 1.06 -0.01 -0.08
C 1.80 -1.07 0.83
C 1.17 -2.49 0.76
H 1.08 0.91 0.66
H 0.08 -0.25 -0.42
H 1.88 0.11 -0.90
H 2.84 -1.12 0.49
H 1.81 -0.86 1.93
H 0.18 -2.42 1.21
H 1.18 -2.59 -0.30
H 1.64 -3.24 1.26
```

Atomic partial charges in e from the Mulliken method, atoms 1 to 4: number 1, C, carries -0.93; number 2, C, carries 0.59; number 3, N, carries -0.35; number 4, O, carries -0.55

No. 4
Here is a single C5H13NO molecule in a non-equilibrium geometry from the OMol25 dataset. Energies are from wB97M-V/def2-TZVPD.

Computed properties:
HOMO energy: -0.3105 Eh
electronic energy: -328.1884 a.u.
net charge: 0
SMILES string: CNCC[C@H](C)O
M: 103.2 g/mol
2S+1: 1

The geometry in XYZ format:
```
20
C5H13NO, DFT wB97M-V/def2-TZVPD
C 0.75 1.27 -2.59
N 0.33 1.29 -1.15
C -0.71 0.11 -0.80
C -1.16 -0.02 0.68
C 0.10 -0.36 1.54
C 0.75 -1.75 1.28
O -0.42 -0.50 2.86
H 0.89 2.28 -2.96
H 0.08 0.72 -3.28
H 1.78 0.66 -2.45
H 0.12 2.14 -0.76
H -0.38 -0.91 -1.06
H -1.55 0.26 -1.38
H -1.86 0.80 1.07
H -1.81 -0.99 0.85
H 0.88 0.56 1.44
H 0.27 -2.60 1.30
H 1.11 -1.55 0.30
H 1.60 -1.66 1.78
H -0.77 0.23 3.35
```

Atomic partial charges in e from the Mulliken method, atoms 1 to 4: number 1, C, carries -0.83; number 2, N, carries -0.27; number 3, C, carries -0.73; number 4, C, carries -0.74

No. 5
Here is a molecular structure, C5H13NO in a non-equilibrium geometry from the OMol25 dataset. Energies are from wB97M-V/def2-TZVPD.

Computed properties:
HOMO energy: -0.3028 Eh
electronic energy: -328.1685 a.u.
net charge: 0
M: 103.2 g/mol
2S+1: 1

The geometry in XYZ format:
```
20
C5H13NO, DFT wB97M-V/def2-TZVPD
C -0.96 0.07 -0.32
C -0.55 -0.93 0.60
C -1.71 1.27 0.21
C -1.34 -0.36 -1.72
H 0.35 0.66 -0.60
H 0.78 -0.81 0.57
H -1.65 2.12 -0.48
H -1.30 0.47 -2.42
H -0.68 -1.15 -2.09
H -0.65 -1.97 0.31
H -0.72 -0.75 1.66
H -1.32 1.59 1.18
H -2.77 1.03 0.34
H -2.36 -0.75 -1.73
N 2.73 0.09 1.41
C 2.16 -0.51 0.33
O 2.73 -1.33 -0.36
H 2.27 0.86 1.87
H 3.69 -0.12 1.65
H 1.28 0.52 -0.41
```

Atomic partial charges in e from the Mulliken method, atoms 1 to 4: number 1, C, carries 1.23; number 2, C, carries -1.07; number 3, C, carries -1.41; number 4, C, carries -1.44

No. 6
Here is a single C5H13NO molecule in a non-equilibrium geometry from the OMol25 dataset. Energies are from wB97M-V/def2-TZVPD.

Computed properties:
HOMO energy: -0.3107 Eh
electronic energy: -328.2647 a.u.
net charge: 0
SMILES string: CCCCNCO
M: 103.2 g/mol
2S+1: 1

The geometry in XYZ format:
```
20
C5H13NO, DFT wB97M-V/def2-TZVPD
C 2.58 -1.53 0.44
C 1.40 -0.83 1.13
C 0.21 -0.49 0.24
C -0.09 0.99 0.10
N -0.97 1.25 -0.98
C -2.23 0.56 -1.00
O -3.28 1.27 -1.57
H 3.34 -1.53 1.23
H 2.97 -0.88 -0.34
H 2.31 -2.52 0.10
H 1.11 -1.43 2.00
H 1.73 0.10 1.62
H -0.67 -1.04 0.58
H 0.28 -0.96 -0.75
H -0.50 1.36 1.06
H 0.86 1.51 0.03
H -0.99 2.18 -1.37
H -2.13 -0.41 -1.51
H -2.50 0.32 0.03
H -3.41 2.07 -1.04
```

Atomic partial charges in e from the Mulliken method, atoms 1 to 4: number 1, C, carries -1.17; number 2, C, carries -0.66; number 3, C, carries -0.60; number 4, C, carries -0.66

No. 7
Here is 2 unconnected molecules or ions with the total composition C5H13NO in a non-equilibrium geometry from the OMol25 dataset. Energies are from wB97M-V/def2-TZVPD.

Computed properties:
HOMO energy: -0.3536 Eh
electronic energy: -328.2554 a.u.
net charge: 0
SMILES string: C=NCCCC.O
M: 103.2 g/mol
2S+1: 1

The geometry in XYZ format:
```
20
C5H13NO, DFT wB97M-V/def2-TZVPD
C -0.32 1.15 2.28
N -0.08 0.69 1.13
C -0.35 1.62 0.02
C 0.60 1.40 -1.13
C 0.60 -0.08 -1.61
C -0.85 -0.57 -1.89
H -0.14 0.54 3.15
H -0.65 2.17 2.50
H -1.42 1.61 -0.19
H -0.17 2.64 0.40
H 1.63 1.54 -0.80
H 0.36 2.02 -1.99
H 1.07 -0.70 -0.84
H 1.13 -0.26 -2.55
H -0.81 -1.50 -2.47
H -1.37 -0.77 -0.96
H -1.32 0.08 -2.62
O 0.43 -3.68 2.26
H 0.48 -3.65 3.24
H 1.18 -4.25 2.07
```

Atomic partial charges in e from the Mulliken method, atoms 1 to 4: number 1, C, carries -0.32; number 2, N, carries -0.31; number 3, C, carries -0.63; number 4, C, carries -0.71

No. 8
Here is 2 unconnected molecules or ions with the total composition C5H13NO in a non-equilibrium geometry from the OMol25 dataset. Energies are from wB97M-V/def2-TZVPD.

Computed properties:
HOMO energy (alpha / beta): -0.5039 / -0.5039 Eh
electronic energy: -327.9412 a.u.
net charge: +1
M: 103.2 g/mol
2S+1: 2

The geometry in XYZ format:
```
20
C5H13NO, DFT wB97M-V/def2-TZVPD
C -0.40 1.26 0.68
C -0.25 0.65 -0.74
C 0.92 -0.19 -1.00
C 0.81 -1.19 -1.98
C 2.22 -0.06 -0.32
N -0.72 0.21 1.65
H 0.46 1.91 0.89
H -1.27 1.90 0.64
H -1.23 0.27 -1.05
H -0.14 1.52 -1.41
H 1.69 -1.33 -2.59
H -0.13 -1.69 -2.20
H 2.75 0.83 -0.69
H 2.85 -0.91 -0.60
H 2.11 0.01 0.76
H -0.11 -0.58 1.64
H -0.60 0.65 2.56
H -2.25 -0.93 1.22
H -3.62 -1.09 1.65
O -3.09 -1.24 0.87
```

Atomic partial charges in e from the Mulliken method, atoms 1 to 4: number 1, C, carries -0.79; number 2, C, carries -0.58; number 3, C, carries 0.90; number 4, C, carries -0.86

No. 9
Here is 2 unconnected molecules or ions with the total composition C5H13NO2 in a non-equilibrium geometry from the OMol25 dataset. Energies are from wB97M-V/def2-TZVPD.

Computed properties:
HOMO energy: -0.3269 Eh
electronic energy: -403.4528 a.u.
net charge: 0
SMILES string: CNCCCC=O.O
M: 119.2 g/mol
2S+1: 1

The geometry in XYZ format:
```
21
C5H13NO2, DFT wB97M-V/def2-TZVPD
C 2.52 -0.08 -1.97
N 1.04 -0.37 -2.09
C 0.47 -0.69 -0.71
C 0.47 0.55 0.24
C -0.75 1.59 -0.01
C -1.85 1.37 0.95
O -3.08 1.14 0.90
H 2.76 0.59 -2.79
H 2.85 0.40 -1.07
H 3.08 -1.07 -2.09
H 0.87 -1.16 -2.88
H 0.85 -1.57 -0.26
H -0.56 -0.78 -0.95
H 0.63 0.25 1.27
H 1.33 1.18 -0.03
H -1.04 1.72 -1.00
H -0.36 2.67 0.01
H -1.42 1.24 1.98
O -2.31 -2.25 3.26
H -2.79 -3.11 3.33
H -2.71 -1.62 3.91
```

Atomic partial charges in e from the Mulliken method, atoms 1 to 4: number 1, C, carries -0.84; number 2, N, carries -0.40; number 3, C, carries -0.71; number 4, C, carries -0.45

No. 10
Here is 3 unconnected molecules or ions with the total composition C5H13NO2 in a non-equilibrium geometry from the OMol25 dataset. Energies are from wB97M-V/def2-TZVPD.

Computed properties:
HOMO energy: -0.2724 Eh
electronic energy: -403.3657 a.u.
net charge: 0
M: 119.2 g/mol
2S+1: 1

The geometry in XYZ format:
```
21
C5H13NO2, DFT wB97M-V/def2-TZVPD
N -1.37 -1.42 -0.85
C -0.42 -0.33 -1.22
C -0.83 0.84 -0.51
C -0.14 1.25 0.61
C -0.49 2.29 1.38
C 0.29 2.70 2.53
H -1.86 -1.21 0.02
H 0.62 -0.60 -0.95
H -0.43 -0.21 -2.29
H -1.74 1.38 -0.81
H 0.76 0.70 0.89
H -1.39 2.87 1.11
H 1.10 1.99 2.73
H -0.31 2.77 3.44
H 0.72 3.70 2.38
H 1.66 -2.92 -3.20
H -0.75 -2.20 -0.59
O 1.38 -2.22 -2.62
H 1.15 -2.63 -1.62
H 1.31 -3.73 -0.07
O 0.74 -3.03 -0.39
```

Atomic partial charges in e from the Mulliken method, atoms 1 to 4: number 1, N, carries -0.60; number 2, C, carries -0.31; number 3, C, carries -0.41; number 4, C, carries 0.01

Quick rundown of relative energy (zero: lowest compared OMol25 entry of this formula, charge and spin), same order as above: 1.743, 1.533, 1.751, 3.550, 4.090, 1.473, 1.727, 2.017, 3.368, 5.739 eV